1.
Here is a molecular structure, C5H7N from the OMol25 dataset. Energies are from ωB97M-V/def2-TZVPD.

Its LUMO energy is 0.945 eV.

Last column: Mulliken charge in e.
Positions of all 13 atoms, in Å:
C: 1.54 1.34 1.02  -1.006
C: 0.27 0.61 0.71  0.820
C: -1.03 0.81 0.48  -1.412
C: -0.60 -0.35 -0.31  0.780
C: -1.01 -1.70 -0.68  -0.398
N: -0.66 -0.66 -1.68  -0.519
H: 2.19 0.79 1.71  0.298
H: 1.25 2.29 1.48  0.305
H: 2.11 1.56 0.11  0.320
H: 0.65 -0.50 0.19  0.038
H: -2.06 -1.94 -0.52  0.245
H: -0.33 -2.55 -0.67  0.241
H: -1.46 -0.22 -2.12  0.288

=====

2.
Here is C5H7N in the gas phase at a distorted geometry from the OMol25 dataset. Energies are from ωB97M-V/def2-TZVPD.

Its LUMO energy (alpha / beta) is 0.399 / 0.398 eV.

Last column: natural (NBO) charge in e.
Positions of all 13 atoms, in Å:
C: 0.30 1.22 0.08  -0.434
C: 1.22 0.05 -0.28  -0.100
C: 0.49 -1.26 -0.16  -0.221
C: -0.87 -0.88 -0.09  0.039
C: -1.06 0.52 0.23  -0.386
N: 0.83 -0.65 -1.46  -0.478
H: 0.31 1.95 -0.74  0.232
H: 0.52 1.76 1.01  0.213
H: 2.25 0.09 0.06  0.213
H: 0.87 -2.22 0.16  0.205
H: -1.15 -0.06 1.24  0.256
H: -1.74 -1.54 -0.03  0.224
H: -1.99 1.06 0.01  0.235

=====

3.
Here is a gas-phase ion, C5H7N2 (charge +1) at a distorted geometry from the OMol25 dataset. Energies are from ωB97M-V/def2-TZVPD.

As for the total charge: +1. As for the SMILES: C=C/C(=C/C)[N+]#N. Its LUMO energy is -5.746 eV.

Last column: natural (NBO) charge in e.
Positions of all 14 atoms, in Å:
C: 0.72 2.55 0.04  -0.300
C: 0.42 1.46 -0.70  -0.214
C: -0.04 -1.05 -0.55  0.049
C: 0.14 0.17 0.02  -0.053
C: -0.64 -2.23 -0.07  -0.694
N: -0.17 0.34 2.49  0.320
N: 0.01 0.18 1.41  0.147
H: 0.75 3.57 -0.19  0.237
H: 1.04 2.54 1.06  0.198
H: 0.09 1.31 -1.69  0.250
H: 0.18 -1.15 -1.69  0.255
H: 0.03 -3.16 -0.42  0.293
H: -1.03 -2.11 0.89  0.229
H: -1.51 -2.41 -0.58  0.283

=====

4.
Here is a gas-phase ion, C5H7N2 (charge +1) at a distorted geometry from the OMol25 dataset. Energies are from ωB97M-V/def2-TZVPD.

As for the total charge: +1. As for the SMILES: Cc1cc#[n+]n1C. Its LUMO energy (alpha / beta) is -7.955 / -6.527 eV.

Last column: natural (NBO) charge in e.
Positions of all 14 atoms, in Å:
C: 2.06 -0.99 0.21  0.469
C: 1.74 -0.49 -0.96  -0.359
C: 0.48 0.18 -0.57  0.372
C: -0.68 0.59 -1.34  -0.752
C: -0.83 -0.03 1.62  -0.461
N: 1.39 -0.69 1.27  -0.126
N: 0.30 -0.21 0.87  -0.092
H: 2.11 -0.66 -1.97  0.305
H: -0.62 0.77 -2.48  0.299
H: -1.07 1.61 -1.13  0.305
H: -1.51 0.02 -1.22  0.264
H: -1.21 0.97 1.64  0.255
H: -1.64 -0.80 1.41  0.252
H: -0.51 -0.26 2.67  0.270

=====

5.
Here is a molecular structure, C5H7N2 at a distorted geometry from the OMol25 dataset. Energies are from ωB97M-V/def2-TZVPD.

As for the total charge: +1. Its LUMO energy (alpha / beta) is -5.410 / -5.410 eV.

Last column: natural (NBO) charge in e.
Positions of all 14 atoms, in Å:
C: 0.56 0.77 2.31  -0.063
C: 0.92 1.75 -2.20  -0.445
C: -0.40 -0.74 0.04  0.582
C: 0.35 0.80 -1.53  0.547
C: -1.19 -1.99 0.07  -0.723
N: -0.13 -0.28 -1.07  -0.424
N: 0.69 0.49 1.12  -0.352
H: 0.27 0.17 3.20  0.218
H: 1.49 2.53 -1.70  0.303
H: 0.93 1.73 -3.26  0.294
H: 0.76 1.75 2.77  0.242
H: -1.00 -2.58 -0.84  0.275
H: -2.23 -1.74 0.19  0.279
H: -1.00 -2.66 0.89  0.268

=====

6.
Here is a gas-phase ion, C5H7N2 (charge +1) at a distorted geometry from the OMol25 dataset. Energies are from ωB97M-V/def2-TZVPD.

As for the total charge: +1. As for the SMILES: [H]/N=[N+]1\C[C@H]1C=C=C. Its LUMO energy is -5.917 eV.

Last column: natural (NBO) charge in e.
Positions of all 14 atoms, in Å:
C: -0.16 1.14 0.88  -0.354
C: 1.05 0.53 0.23  -0.048
C: -1.25 1.07 0.20  0.149
C: -2.06 0.68 -0.77  -0.426
C: 0.73 -0.66 -0.71  -0.270
N: 1.32 -1.65 1.37  -0.081
N: 1.29 -0.80 0.55  0.075
H: -0.13 1.66 1.85  0.274
H: 1.91 1.21 0.15  0.292
H: -2.54 -0.26 -0.82  0.236
H: -2.25 1.18 -1.68  0.249
H: -0.30 -0.89 -0.60  0.261
H: 1.22 -0.61 -1.62  0.275
H: 1.18 -2.59 0.96  0.368

=====

7.
Here is a molecular structure, C5H7N2O at a distorted geometry from the OMol25 dataset. Energies are from ωB97M-V/def2-TZVPD.

As for the total charge: +1. Its LUMO energy (alpha / beta) is -5.468 / -5.468 eV.

Last column: natural (NBO) charge in e.
Positions of all 15 atoms, in Å:
C: 1.18 -2.43 -0.22  0.211
C: 0.11 -1.64 -0.54  0.004
C: 2.67 0.42 0.13  0.507
C: 0.70 -0.07 0.61  0.035
C: -1.22 0.28 -1.00  -0.438
N: 0.65 -1.48 0.85  -0.540
N: 0.13 -0.10 -0.75  -0.401
O: 2.55 0.75 -1.01  -0.464
H: 3.47 0.29 0.73  0.188
H: 0.25 0.65 1.26  0.246
H: -1.72 0.44 0.03  0.232
H: -1.18 1.21 -1.60  0.243
H: -1.78 -0.57 -1.52  0.270
H: 0.09 -1.80 1.67  0.428
H: 0.69 0.24 -1.54  0.477

=====

8.
Here is a gas-phase ion, C5H7N2O (charge +1) at a distorted geometry from the OMol25 dataset. Energies are from ωB97M-V/def2-TZVPD.

As for the total charge: +1. As for the SMILES: C=NC1=[NH+]C(=O)CC1. Its LUMO energy is -5.353 eV.

Last column: natural (NBO) charge in e.
Positions of all 15 atoms, in Å:
C: -0.30 -0.34 -0.33  0.624
C: 1.41 1.21 -0.03  0.698
C: -0.70 -2.92 0.17  -0.032
C: -0.98 0.91 0.06  -0.535
C: 0.17 1.95 0.23  -0.522
N: -0.88 -2.04 -0.68  -0.311
N: 1.00 -0.20 -0.33  -0.557
O: 2.50 1.57 -0.25  -0.416
H: -0.97 -3.89 -0.09  0.230
H: 0.01 -2.85 1.00  0.189
H: -1.51 1.24 -0.92  0.304
H: -1.69 1.09 0.86  0.308
H: 0.23 2.08 1.30  0.271
H: -0.03 2.87 -0.25  0.290
H: 1.75 -0.67 -0.74  0.459

=====

In the order shown, the computed energy above the lowest of the compared OMol25 structures with the same formula, charge and spin values come out to 151.8; 108.3; 109.4; 165.2; 159.5; 164.4; 214.8; 63.6 kcal per mole.
In the order shown, the computed total energy values come out to -249.23130; -249.30060; -303.84467; -303.75571; -303.76479; -303.75697; -378.86043; -379.10138 hartree.